No. 1
C18H25NO4 in the gas phase, computed with wB97M-V/def2-TZVPD.

## Properties
SMILES ... CC(C)CCNC(=O)COc1ccc2c(c1)C(=O)CC(C)(C)O2
Frontier orbital gap ... 8.531 eV
Molecular weight ... 319.4 g mol⁻¹

Geometry (Å):
C 1.93175 2.33259 1.35503
C 1.65844 2.65133 -0.11338
C 0.22286 3.15246 -0.26091
C 1.88003 1.44687 -1.03825
C 3.29383 0.85517 -0.98121
N 3.39689 -0.17038 0.03035
C 3.67999 -1.45557 -0.23750
O 4.10047 -1.87206 -1.29522
C 3.40844 -2.36805 0.97041
O 2.25618 -1.95782 1.67752
C 1.07656 -1.89199 0.98028
C 0.85412 -2.49034 -0.26111
C -0.36945 -2.36555 -0.88701
C -1.40692 -1.64334 -0.30176
C -1.18904 -1.04241 0.94631
C 0.05015 -1.17028 1.56984
C -2.27342 -0.30029 1.60460
O -2.11637 0.41986 2.56413
C -3.62774 -0.56113 0.97558
C -3.53498 -0.59348 -0.55294
C -4.86206 -1.03871 -1.16479
C -3.12823 0.78079 -1.09515
O -2.57002 -1.56281 -0.98205
H 2.98335 2.11510 1.52722
H 1.66801 3.18883 1.97231
H 1.32495 1.48932 1.67981
H 2.34036 3.44981 -0.42857
H 0.08362 4.08019 0.28858
H -0.47107 2.41668 0.14050
H -0.02408 3.33135 -1.30494
H 1.16042 0.66031 -0.79502
H 1.68075 1.76657 -2.06276
H 4.02766 1.64440 -0.78641
H 3.54911 0.37149 -1.92697
H 3.02294 0.04913 0.94187
H 3.34129 -3.40871 0.63481
H 4.23192 -2.28590 1.68523
H 1.63218 -3.04710 -0.75720
H -0.54035 -2.82522 -1.84715
H 0.19440 -0.71068 2.53570
H -4.34064 0.19676 1.30016
H -3.96884 -1.53498 1.34107
H -5.64968 -0.33805 -0.90451
H -4.76832 -1.08504 -2.24623
H -5.12902 -2.02743 -0.80071
H -2.16847 1.08418 -0.68254
H -3.87208 1.52615 -0.82901
H -3.03990 0.73796 -2.17799

No. 2
A molecular structure, C18H26BN3O4Pd at a distorted geometry, computed with wB97M-V/def2-TZVPD.

## Properties
Frontier orbital gap (alpha / beta) ... 6.571 / 6.401 eV
Molecular weight ... 465.7 g mol⁻¹

Geometry (Å):
Pd 0.77162 -0.71524 -1.54827
O 4.64272 0.80146 -2.19057
C 3.45542 0.54226 -2.05037
O 2.96552 -0.63374 -2.03387
C 2.45842 1.68306 -1.89157
C 2.89882 2.99436 -1.68447
C 1.98802 4.01806 -1.59057
C 0.60802 3.71806 -1.66997
C -0.41708 4.67966 -1.59257
C -1.73868 4.31366 -1.65517
C -2.09828 2.96826 -1.77927
C -1.12348 2.00686 -1.86977
C 0.23472 2.35846 -1.82827
N 1.15962 1.37596 -1.96257
H 3.96562 3.15126 -1.62277
H 2.30242 5.04086 -1.44327
H -0.14598 5.71726 -1.46877
H -2.51148 5.06566 -1.59347
H -3.14358 2.69246 -1.79687
H -1.35738 0.94676 -1.96797
N -1.60958 -1.69504 -1.93437
C -1.50828 -3.08344 -1.49287
C -0.31048 -3.76054 -2.17167
N 0.91472 -3.07104 -1.80997
H -2.30278 -1.19804 -1.38297
H -1.88968 -1.65994 -2.91187
H -2.42348 -3.65694 -1.70707
H -1.33278 -3.07884 -0.41557
H -0.44018 -3.70924 -3.25677
H -0.29538 -4.81964 -1.87867
H 1.67042 -3.19064 -2.48117
H 1.24332 -3.33964 -0.88617
C 1.32602 -1.61714 3.39413
C 0.06012 -1.51124 2.54043
C -0.98188 -2.51014 3.03893
O 0.43042 -1.85134 1.18543
B 0.56982 -0.69174 0.46523
O 0.20082 0.40156 1.18483
C -0.45068 -0.03644 2.39103
C -0.08758 0.91096 3.52883
C -1.95648 0.03666 2.10883
H 1.71512 -2.63034 3.31583
H 1.12042 -1.39704 4.43813
H 2.08262 -0.93564 3.01563
H -0.51498 -3.48464 3.17053
H -1.79408 -2.62124 2.32573
H -1.38388 -2.18194 3.99443
H 0.98832 1.01436 3.62013
H -0.50288 0.55586 4.46863
H -0.49988 1.89186 3.30553
H -2.20908 -0.62154 1.28103
H -2.20488 1.05076 1.81313
H -2.53818 -0.23404 2.98333